Entry 1:
C25H24ClN2OPdSe2Si | ωB97M-V/def2-TZVPD

```
57
Properties=species:S:1:pos:R:3
Pd -0.17 0.24 -0.12
Cl -4.64 -3.27 4.48
C -3.82 -2.46 3.20
C -4.47 -2.30 1.96
C -3.85 -1.62 0.94
C -2.57 -1.02 1.11
O -2.13 -0.30 0.14
C -1.89 -1.27 2.35
C -0.58 -0.83 2.62
N 0.15 -0.04 1.89
C 1.37 0.50 2.29
C 1.77 0.64 3.61
C 3.02 1.18 3.92
C 3.88 1.59 2.94
C 3.50 1.49 1.58
C 4.33 1.88 0.51
C 3.88 1.75 -0.78
C 2.59 1.28 -1.01
N 1.79 0.92 -0.03
C 2.22 0.97 1.26
C -2.56 -1.99 3.37
H -5.45 -2.72 1.80
H -4.33 -1.50 -0.02
H -0.13 -1.22 3.54
H 1.10 0.34 4.40
H 3.31 1.28 4.96
H 4.85 2.00 3.18
H 5.31 2.29 0.72
H 4.51 2.03 -1.61
H 2.19 1.21 -2.01
H -2.05 -2.14 4.32
C 0.65 -1.51 -5.32
Si -0.06 0.14 -4.79
C -1.83 0.46 -5.31
C 1.12 1.59 -4.99
Se -0.32 -0.13 -2.41
H 0.74 -1.56 -6.41
H 0.01 -2.33 -5.00
H 1.64 -1.67 -4.89
H -1.92 0.56 -6.39
H -2.19 1.38 -4.84
H -2.47 -0.36 -4.98
H 1.23 1.87 -6.04
H 2.11 1.34 -4.60
H 0.75 2.46 -4.45
Se -0.95 2.67 0.91
C -2.32 3.75 0.24
C -3.59 3.68 0.83
C -4.59 4.54 0.40
C -4.33 5.46 -0.61
C -3.07 5.53 -1.20
C -2.07 4.68 -0.78
H -3.79 2.96 1.61
H -5.56 4.50 0.86
H -5.11 6.13 -0.94
H -2.86 6.25 -1.98
H -1.08 4.72 -1.22
```

Calculated values
Charge: +1
Frontier orbital gap (alpha / beta) (Eh): 0.1635 / 0.1635
Total energy (Eh): -6832.030408
Energy relative to the best compared isomer or geometry (same formula, charge and spin) (kcal/mol): 49.0
HOMO (alpha / beta) (eV): -10.23 / -10.23


Entry 2:
C25H24FN8O2S2Zr | ωB97M-V/def2-TZVPD

```
63
Properties=species:S:1:pos:R:3
Zr -0.05 -0.41 0.51
C -4.13 0.85 2.42
C -2.95 0.58 1.52
N -1.98 -0.20 1.86
N -2.18 -0.91 2.97
C -1.18 -1.73 3.33
N -1.43 -2.55 4.33
S 0.34 -1.87 2.57
C -2.77 1.30 0.30
C -3.83 2.04 -0.25
C -3.55 2.78 -1.41
C -2.36 2.54 -2.03
C -1.39 1.73 -1.47
N -1.60 1.06 -0.37
H -4.73 1.71 2.14
H -4.75 -0.02 2.58
H -3.66 1.13 3.36
H -2.36 -2.49 4.82
H -0.69 -2.86 4.90
H -4.78 1.99 0.30
H -4.27 3.30 -1.96
H -2.30 3.08 -3.03
H -0.40 1.68 -1.88
N 6.29 0.85 -3.42
C 5.10 0.28 -3.08
C 5.00 -0.92 -2.28
C 3.86 -1.54 -1.95
C 2.66 -0.91 -2.33
C 2.67 0.23 -3.12
C 3.86 0.81 -3.46
S 1.35 -1.79 -1.70
O 1.35 -3.14 -2.18
O 1.63 -1.74 -0.20
N 0.08 -0.95 -1.86
C -1.17 -1.68 -1.81
N -1.61 -1.89 -0.57
C -2.89 -2.20 -0.29
C -3.70 -2.46 -1.40
C -3.08 -2.40 -2.67
N -1.87 -1.94 -2.90
H 7.21 0.56 -3.16
H 6.30 1.60 -4.07
H 6.03 -1.37 -2.04
H 3.92 -2.46 -1.32
H 1.79 0.72 -3.37
H 3.80 1.53 -4.26
H -3.21 -2.28 0.71
H -4.74 -2.65 -1.32
H -3.65 -2.68 -3.58
F 1.22 0.70 5.46
C 1.31 0.91 4.15
C 2.38 0.35 3.44
C 2.42 0.46 2.09
C 1.54 1.31 1.42
C 1.54 1.33 0.02
C 0.38 1.74 2.08
C 0.30 1.57 3.50
H 3.13 -0.28 3.93
H 3.26 0.05 1.50
H 2.41 0.83 -0.47
H 1.01 2.12 -0.58
H -0.31 2.48 1.64
H -0.56 2.12 3.93
```

Calculated values
Charge: +1
Frontier orbital gap (Eh): 0.2347
Total energy (Eh): -2498.763159
Energy relative to the best compared isomer or geometry (same formula, charge and spin) (kcal/mol): 15.9
HOMO (eV): -10.33


Entry 3:
C25H24N3NdO6 | ωB97M-V/def2-TZVPD

```
59
Properties=species:S:1:pos:R:3
Nd 0.09 0.54 -0.09
C 2.93 3.10 0.75
O 4.04 2.43 1.37
C 4.04 1.08 1.43
C 5.25 0.47 1.64
C 5.36 -0.91 1.76
C 4.22 -1.68 1.61
C 2.99 -1.07 1.37
C 1.83 -1.97 1.15
N 0.78 -1.63 0.54
N -0.23 -2.61 0.40
C -1.40 -2.07 0.24
O -1.68 -0.79 0.29
C -2.54 -3.01 -0.02
C -3.81 -2.47 -0.17
C -4.90 -3.30 -0.45
C -4.71 -4.67 -0.58
C -3.43 -5.21 -0.44
C -2.35 -4.39 -0.16
C 2.87 0.33 1.36
O 1.67 0.91 1.32
H 3.28 4.09 0.51
H 2.08 3.15 1.41
H 2.63 2.59 -0.17
H 6.12 1.11 1.73
H 6.32 -1.37 1.95
H 4.27 -2.76 1.66
H 1.89 -3.00 1.52
H -3.94 -1.40 -0.07
H -5.89 -2.88 -0.56
H -5.56 -5.32 -0.80
H -3.28 -6.28 -0.54
H -1.35 -4.79 -0.04
N -1.69 2.26 1.08
C -2.25 2.68 -0.24
C -1.18 2.25 -1.21
O 0.00 2.68 -0.95
O -1.38 1.25 -1.94
H -2.42 2.16 1.77
H -1.06 2.98 1.40
H -2.45 3.74 -0.31
H -3.15 2.12 -0.44
C 3.89 -0.57 -2.59
C 2.43 -0.68 -2.29
O 1.90 0.22 -1.65
C 1.62 -1.85 -2.75
C 2.25 -2.97 -3.27
C 1.50 -4.06 -3.68
C 0.11 -4.01 -3.59
C -0.53 -2.88 -3.08
C 0.24 -1.81 -2.66
H 4.25 0.39 -2.23
H 4.07 -0.68 -3.66
H 4.43 -1.37 -2.07
H 3.34 -3.01 -3.33
H 1.99 -4.94 -4.09
H -0.48 -4.86 -3.92
H -1.61 -2.83 -3.00
H -0.25 -0.92 -2.32
```

Calculated values
Spin multiplicity: 4
Frontier orbital gap (alpha / beta) (Eh): 0.2665 / 0.2678
Total energy (Eh): -2144.312566
Energy relative to the best compared isomer or geometry (same formula, charge and spin) (kcal/mol): 18.5
HOMO (alpha / beta) (eV): -7.64 / -7.67


Entry 4:
C25H25AlAsN3O3 | ωB97M-V/def2-TZVPD

```
58
Properties=species:S:1:pos:R:3
Al 0.02 0.10 -0.95
C 4.33 -0.05 -1.06
C 4.68 1.34 -1.19
C 3.64 2.25 -1.36
C 2.32 1.78 -1.28
N 1.99 0.45 -1.11
C 3.00 -0.43 -1.01
C 1.12 2.64 -1.52
C 1.10 4.03 -1.79
C -0.12 4.65 -2.11
C -1.31 3.90 -1.96
C -1.28 2.53 -1.65
N -0.04 1.94 -1.49
C -2.38 1.60 -1.61
C -3.72 1.89 -1.89
C -4.64 0.85 -1.80
C -4.23 -0.37 -1.19
C -2.90 -0.61 -0.98
N -1.96 0.33 -1.33
H 5.09 -0.81 -1.05
H 5.71 1.68 -1.14
H 3.78 3.32 -1.59
H 2.79 -1.47 -0.79
H 2.05 4.53 -1.66
H -0.13 5.68 -2.38
H -2.31 4.30 -2.07
H -3.95 2.91 -2.15
H -5.64 0.94 -2.19
H -4.94 -1.09 -0.87
H -2.59 -1.54 -0.46
C -1.55 -3.90 -1.23
As 0.06 -2.72 -1.32
C 1.10 -3.75 -2.72
C 1.07 -3.42 0.29
H -1.23 -4.95 -1.14
H -2.14 -3.76 -2.15
H -2.16 -3.67 -0.34
H 0.94 -4.83 -2.60
H 2.14 -3.55 -2.49
H 0.93 -3.46 -3.75
H 1.69 -4.25 -0.12
H 0.25 -3.77 1.00
H 1.70 -2.63 0.69
O 1.32 -1.39 2.82
C 0.56 -0.61 3.65
C 0.70 -0.77 5.03
C -0.10 -0.04 5.90
C -0.99 0.91 5.40
C -1.13 1.12 4.05
C -0.37 0.33 3.15
C -0.67 0.60 1.71
O -1.54 1.42 1.43
O 0.06 -0.02 0.81
H 2.05 -1.74 3.31
H 1.45 -1.47 5.44
H -0.10 -0.26 6.98
H -1.60 1.48 6.13
H -1.88 1.85 3.67
```

Calculated values
Charge: +2
Frontier orbital gap (Eh): 0.2104
Total energy (Eh): -3835.513871
Energy relative to the best compared isomer or geometry (same formula, charge and spin) (kcal/mol): 0.0
HOMO (eV): -13.02


Entry 5:
C25H25AuF5N2O2PSSe2 | ωB97M-V/def2-TZVPD

```
64
Properties=species:S:1:pos:R:3
Au -0.68 -0.28 0.81
O 2.92 3.35 -2.57
C 3.37 2.19 -1.87
C 2.18 1.55 -1.14
C 1.10 1.20 -2.15
O 1.40 0.08 -2.97
C 1.59 2.58 -0.16
Se 0.52 1.93 1.36
C 2.77 0.31 -0.42
Se 1.74 -1.34 -0.53
H 3.68 3.84 -2.87
H 4.14 2.45 -1.14
H 3.81 1.47 -2.57
H 0.87 2.09 -2.75
H 0.20 0.93 -1.60
H 2.11 0.31 -3.58
H 1.01 3.31 -0.71
H 2.41 3.11 0.33
H 2.83 0.53 0.65
H 3.77 0.08 -0.78
F 1.97 -6.43 -1.07
C 1.09 -5.54 -0.62
C 0.00 -5.19 -1.40
F -0.17 -5.75 -2.59
C -0.91 -4.26 -0.92
F -1.96 -3.99 -1.71
C -0.78 -3.63 0.31
S -1.95 -2.44 0.88
C 0.32 -4.04 1.08
F 0.51 -3.54 2.30
C 1.24 -4.96 0.63
F 2.28 -5.30 1.39
C -3.98 0.27 -0.31
P -2.25 0.47 -0.84
C -2.13 -0.55 -2.32
C -2.18 2.19 -1.40
C -2.25 3.20 -0.45
C -2.18 4.53 -0.83
C -2.04 4.87 -2.17
C -1.96 3.86 -3.13
C -2.03 2.53 -2.75
H -4.17 0.89 0.57
H -4.14 -0.77 -0.06
H -4.65 0.58 -1.12
H -2.88 -0.27 -3.07
H -2.30 -1.58 -2.01
H -1.13 -0.49 -2.76
H -2.32 2.95 0.60
H -2.23 5.31 -0.08
H -1.98 5.90 -2.47
H -1.83 4.12 -4.17
H -1.95 1.76 -3.50
N 1.52 -1.85 8.12
C 1.21 -1.64 7.04
C 0.83 -1.36 5.68
C -0.49 -1.52 5.27
C -0.81 -1.25 3.95
N 0.09 -0.83 3.07
C 1.35 -0.67 3.46
C 1.77 -0.93 4.75
H -1.25 -1.86 5.97
H -1.82 -1.40 3.58
H 2.04 -0.31 2.71
H 2.81 -0.80 5.03
```

Calculated values
Spin multiplicity: 3
Frontier orbital gap (alpha / beta) (Eh): 0.2286 / 0.2082
Total energy (Eh): -7405.009312
Energy relative to the best compared isomer or geometry (same formula, charge and spin) (kcal/mol): 14.6
HOMO (alpha / beta) (eV): -6.54 / -7.55


Entry 6:
C25H25Cl2N6O3Ru | ωB97M-V/def2-TZVPD

```
62
Properties=species:S:1:pos:R:3
Ru 0.38 0.26 0.15
Cl -1.20 -5.50 -3.64
C -0.64 -4.46 -2.39
C -0.91 -3.11 -2.45
C -0.50 -2.25 -1.43
N -0.78 -0.92 -1.37
C -1.85 -0.37 -1.98
O -2.60 -0.89 -2.79
C -2.14 1.02 -1.47
C -2.95 1.88 -2.22
C -3.28 3.11 -1.69
C -2.83 3.43 -0.42
C -2.06 2.50 0.27
N -1.71 1.33 -0.24
C 0.24 -2.78 -0.32
C 0.52 -4.16 -0.29
C 0.08 -4.98 -1.30
Cl 0.41 -6.67 -1.23
N 0.58 -1.89 0.64
C 1.08 -2.22 1.86
O 1.33 -3.34 2.29
C 1.31 -1.00 2.70
C 2.14 -1.06 3.81
C 2.37 0.09 4.55
C 1.75 1.27 4.14
C 0.92 1.25 3.05
N 0.68 0.14 2.33
H -1.47 -2.71 -3.29
H -3.29 1.55 -3.19
H -3.89 3.81 -2.25
H -3.08 4.38 0.04
H -1.73 2.70 1.28
H 1.07 -4.57 0.54
H 2.59 -2.01 4.07
H 3.00 0.07 5.43
H 1.91 2.20 4.67
H 0.40 2.14 2.71
C 3.43 -1.54 -0.65
C 4.94 -1.47 -1.04
N 5.31 -0.08 -1.26
C 4.49 0.50 -2.30
C 3.00 0.47 -1.85
N 2.90 -0.19 -0.54
C 3.68 0.55 0.45
C 5.15 0.67 -0.04
H 3.30 -2.06 0.30
H 2.86 -2.08 -1.41
H 5.13 -2.03 -1.96
H 5.56 -1.87 -0.24
H 4.63 -0.08 -3.21
H 4.83 1.52 -2.48
H 2.38 -0.09 -2.55
H 2.59 1.48 -1.73
H 3.63 0.01 1.40
H 3.22 1.54 0.58
H 5.85 0.29 0.71
H 5.41 1.71 -0.24
C 0.80 3.54 -0.39
O 1.18 2.24 -0.27
H 0.50 3.97 0.59
H -0.05 3.68 -1.08
H 1.64 4.15 -0.76
```

Calculated values
Spin multiplicity: 6
Frontier orbital gap (alpha / beta) (Eh): 0.2421 / 0.2064
Total energy (Eh): -2537.133458
Energy relative to the best compared isomer or geometry (same formula, charge and spin) (kcal/mol): 0.0
HOMO (alpha / beta) (eV): -7.18 / -7.28


Entry 7:
C25H25Cl3IN7O4Re | ωB97M-V/def2-TZVPD

```
66
Properties=species:S:1:pos:R:3
Re -0.07 -0.01 -1.19
O 3.96 -0.51 -0.36
C 2.97 0.18 -0.53
N 2.02 -0.02 -1.50
C 2.42 -0.50 -2.74
C 3.73 -0.51 -3.22
C 3.99 -0.99 -4.49
C 2.96 -1.46 -5.30
C 1.65 -1.46 -4.85
C 1.38 -0.98 -3.57
N 0.18 -1.03 -2.91
C -0.58 -2.17 -3.02
O -0.87 -2.76 -4.04
C -0.80 -2.76 -1.66
C -1.45 -3.98 -1.51
C -1.41 -4.60 -0.27
C -0.67 -4.01 0.75
C -0.07 -2.79 0.51
N -0.17 -2.15 -0.65
C 2.75 1.45 0.23
C 3.85 2.12 0.76
C 3.66 3.41 1.23
C 2.40 3.97 1.15
C 1.36 3.21 0.63
N 1.54 1.98 0.20
H 4.54 -0.15 -2.60
H 5.00 -1.01 -4.86
H 3.18 -1.84 -6.29
H 0.84 -1.80 -5.47
H -1.96 -4.41 -2.35
H -1.93 -5.53 -0.10
H -0.57 -4.48 1.71
H 0.54 -2.32 1.28
H 4.81 1.64 0.78
H 4.49 3.97 1.63
H 2.22 4.99 1.47
H 0.36 3.61 0.53
Cl -4.34 -2.73 -1.46
C -4.23 -1.42 -0.27
Cl -3.34 -2.02 1.16
Cl -5.83 -0.92 0.23
C -3.37 -0.20 -0.85
O -3.89 0.88 -0.84
O -2.25 -0.60 -1.21
C -1.48 3.22 3.07
N -1.53 2.34 1.92
C -2.22 2.88 0.78
C -1.07 1.08 1.99
N -0.72 0.36 0.96
N -0.93 0.56 3.27
C -2.10 0.45 4.13
C 0.06 -0.46 3.53
H -1.05 4.18 2.76
H -0.86 2.80 3.85
H -2.48 3.41 3.47
H -1.68 3.72 0.33
H -3.20 3.25 1.09
H -2.37 2.13 0.02
H -0.64 -0.61 1.27
H -2.86 1.16 3.82
H -1.82 0.65 5.16
H -2.53 -0.56 4.07
H 0.94 -0.28 2.91
H -0.31 -1.48 3.36
H 0.36 -0.38 4.58
I -0.51 2.28 -2.48
```

Calculated values
Spin multiplicity: 2
Frontier orbital gap (alpha / beta) (Eh): 0.2051 / 0.2251
Total energy (Eh): -3408.523038
Energy relative to the best compared isomer or geometry (same formula, charge and spin) (kcal/mol): 56.2
HOMO (alpha / beta) (eV): -7.59 / -7.34


Entry 8:
C25H25Cl3IN7O4Re | ωB97M-V/def2-TZVPD

```
66
Properties=species:S:1:pos:R:3
Re -0.39 0.18 0.86
O 1.44 -2.93 -0.46
C 0.49 -2.23 -0.71
N -0.34 -1.70 0.30
C -0.96 -2.60 1.19
C -1.30 -3.92 0.90
C -1.89 -4.68 1.89
C -2.14 -4.15 3.16
C -1.79 -2.85 3.46
C -1.21 -2.07 2.47
N -0.71 -0.77 2.57
C 0.10 -0.42 3.63
O -0.09 -0.64 4.81
C 1.42 0.16 3.15
C 2.43 0.44 4.03
C 3.70 0.70 3.53
C 3.91 0.64 2.16
C 2.83 0.39 1.34
N 1.60 0.18 1.81
C 0.14 -1.89 -2.14
C 1.02 -2.29 -3.14
C 0.66 -2.05 -4.46
C -0.56 -1.45 -4.71
C -1.36 -1.10 -3.64
N -1.02 -1.30 -2.37
H -1.10 -4.34 -0.07
H -2.18 -5.71 1.67
H -2.60 -4.77 3.91
H -1.97 -2.42 4.43
H 2.22 0.41 5.09
H 4.52 0.92 4.20
H 4.89 0.80 1.73
H 2.94 0.34 0.26
H 1.95 -2.78 -2.87
H 1.32 -2.35 -5.27
H -0.89 -1.25 -5.73
H -2.33 -0.64 -3.80
Cl 0.24 3.85 4.05
C 0.55 4.17 2.34
Cl 2.23 3.71 1.94
Cl 0.34 5.88 1.99
C -0.39 3.28 1.44
O -1.05 3.80 0.58
O -0.27 2.05 1.77
C -0.53 2.21 -4.23
N -0.60 2.09 -2.79
C -1.92 2.32 -2.23
C 0.50 1.88 -2.03
N 0.50 1.33 -0.84
N 1.69 2.27 -2.63
C 1.83 3.66 -3.03
C 2.93 1.67 -2.18
H -1.33 1.60 -4.67
H 0.43 1.85 -4.60
H -0.68 3.24 -4.56
H -2.59 1.49 -2.45
H -2.32 3.24 -2.66
H -1.85 2.45 -1.16
H 1.39 1.58 -0.42
H 0.86 4.11 -3.21
H 2.42 3.73 -3.95
H 2.33 4.24 -2.25
H 2.78 0.60 -1.99
H 3.33 2.15 -1.27
H 3.67 1.78 -2.96
I -3.01 0.39 0.49
```

Calculated values
Spin multiplicity: 2
Frontier orbital gap (alpha / beta) (Eh): 0.2292 / 0.2373
Total energy (Eh): -3408.570112
Energy relative to the best compared isomer or geometry (same formula, charge and spin) (kcal/mol): 26.7
HOMO (alpha / beta) (eV): -7.45 / -7.37